The following is a DFT calculation (wB97M-V/def2-TZVPD) of a structure of composition C15H45MnO15.

<S²>: 8.765
Charge: -1
Multiplicity: 6
Total energy, hartree: -2877.807738
ΔE to the lowest compared entry with this formula, charge and spin, kcal/mol: 273.5
Lowest unoccupied orbital energy (alpha / beta), eV: -1.3 / -1.0

Each line ends with the Löwdin charge.
Element x y z (Å)
Mn: 8.201260 8.345890 -18.853720  1.4702
C: 10.726750 11.890970 -15.352700  -0.0252
C: 10.117770 11.022010 -16.401010  -0.8616
O: 10.785140 10.376350 -17.204110  -0.0705
O: 8.919490 10.794020 -16.364560  -0.0735
H: 9.970190 12.307650 -14.687790  0.0683
H: 11.070170 12.767540 -15.902040  0.0757
H: 11.507970 11.402840 -14.770010  0.0768
C: 8.574170 10.413490 -24.178550  -0.0190
C: 8.544360 9.955700 -22.722000  -0.8536
O: 9.126540 8.944670 -22.365550  -0.0757
O: 7.828940 10.481130 -21.882220  -0.0728
H: 8.262250 11.451060 -24.297910  0.0661
H: 7.846910 9.754910 -24.653380  0.0726
H: 9.556100 10.258680 -24.625720  0.0660
C: 3.368020 5.137500 -18.953140  -0.0168
C: 4.679510 5.997110 -18.911820  -0.7433
O: 5.502490 5.878980 -19.838730  -0.1084
O: 4.945660 6.906830 -18.040500  -0.1539
H: 3.473310 4.556800 -19.869540  0.0565
H: 2.477880 5.760040 -19.043720  0.0637
H: 3.353130 4.414950 -18.137170  0.0600
C: -2.424310 4.863180 -21.815240  -0.1478
O: -3.805840 4.921840 -22.184470  -0.1399
H: -2.051570 3.874650 -22.083510  0.0702
H: -1.815200 5.639810 -22.277760  0.0820
H: -2.425530 4.919100 -20.726680  0.0706
H: -4.310010 4.404240 -21.552400  0.0653
C: -1.833150 6.311580 -16.431820  -0.1650
O: -1.854200 7.693120 -16.749260  -0.1249
H: -0.840840 5.900350 -16.617040  0.0772
H: -2.021080 6.251070 -15.359850  0.0675
H: -2.635290 5.752850 -16.914000  0.0718
H: -0.954450 8.026640 -16.777820  0.0684
C: 6.929040 9.352080 -12.428100  -0.1723
O: 6.000670 10.165140 -13.136070  -0.1164
H: 7.960360 9.623000 -12.654130  0.0712
H: 6.772700 9.373610 -11.349580  0.0736
H: 6.869360 8.296530 -12.693360  0.0677
H: 6.171840 10.053860 -14.074100  0.0719
C: 11.096350 5.062830 -18.696980  -0.1252
O: 10.000840 5.625800 -17.944070  -0.1650
H: 11.708520 5.865520 -19.108090  0.0852
H: 11.624070 4.319400 -18.099540  0.0791
H: 10.645900 4.489960 -19.507560  0.0750
H: 9.766550 5.050070 -17.212470  0.0735
C: 3.113560 8.242650 -23.379750  -0.1924
O: 3.680920 6.982220 -23.443470  -0.1187
H: 2.782260 8.375610 -22.349860  0.0707
H: 3.801980 9.049080 -23.632450  0.0809
H: 2.166010 8.187670 -23.915680  0.0772
H: 4.320670 6.913340 -22.731030  0.0742
C: 2.118750 5.300020 -12.884540  -0.1685
O: 2.488580 5.022620 -11.545320  -0.1197
H: 2.816820 6.026210 -13.300990  0.0769
H: 2.203860 4.406890 -13.503550  0.0748
H: 1.166760 5.817580 -13.002580  0.0703
H: 2.267610 4.106020 -11.364710  0.0663
C: 6.630230 0.907140 -20.968050  -0.1860
O: 7.369790 1.909220 -21.603050  -0.1137
H: 7.000550 0.617260 -19.984720  0.0666
H: 5.618380 1.251980 -20.755110  0.0756
H: 6.629460 0.032400 -21.618380  0.0759
H: 7.054080 2.789410 -21.385780  0.0784
C: 1.963830 10.769490 -17.586080  -0.1841
O: 2.006480 9.718850 -16.664910  -0.1189
H: 2.576800 11.634440 -17.332660  0.0736
H: 2.282170 10.401050 -18.561270  0.0774
H: 0.940950 11.140780 -17.648920  0.0752
H: 2.885080 9.335900 -16.719930  0.0731
C: 3.939780 -0.155890 -15.566990  -0.1792
O: 5.241960 -0.383330 -16.030440  -0.1213
H: 3.131180 -0.435180 -16.242470  0.0763
H: 3.888930 -0.778090 -14.673470  0.0703
H: 3.824160 0.869990 -15.217270  0.0788
H: 5.321880 -1.246360 -16.443210  0.0749

Forces on atoms 1 to 6 (eV/Å):
-0.0807 0.7460 -0.4336
-0.1337 1.4337 0.1213
0.1485 -2.3125 -0.1852
3.1190 -0.4580 -1.6082
-4.6427 0.3772 0.9042
-0.1084 -0.3973 0.0783